1.
Computed, not measured: a structure of composition C24H38N4OPdTe, with ωB97M-V/def2-TZVPD.

```
69
Properties=species:S:1:pos:R:3:mulliken_charge:R:1
Pd -1.75 -0.78 0.10 -0.5953
N -0.86 -2.42 -1.65 -0.2036
C 0.33 -1.99 -2.37 -0.6312
C 1.35 -1.37 -1.41 -0.9467
N 0.83 -0.24 -0.69 0.6438
C 0.97 1.09 -1.22 -0.8267
C -0.36 1.78 -1.54 -0.6506
N -1.31 1.64 -0.45 -0.2327
H -1.56 -2.82 -2.26 0.1708
H -0.62 -3.12 -0.94 0.0382
H 0.82 -2.80 -2.93 0.3671
H 0.01 -1.23 -3.10 0.3431
H 1.63 -2.14 -0.68 0.3479
H 2.25 -1.13 -1.99 0.3704
H 0.98 -0.31 0.31 -0.1226
H 1.52 1.72 -0.51 0.1905
H 1.57 1.06 -2.14 0.3551
H -0.13 2.83 -1.80 0.3685
H -0.80 1.31 -2.43 0.2957
H -0.91 1.89 0.46 0.1341
H -2.13 2.21 -0.60 0.1633
C 2.21 1.77 2.29 -1.3963
C 0.84 1.10 2.47 0.8039
O -0.15 1.86 2.65 -0.7748
N 0.89 -0.21 2.42 -0.8242
Te -1.15 -0.96 2.59 0.5983
C -3.07 -1.71 3.75 -0.9187
C -4.33 -1.36 3.29 1.3407
C -4.56 -0.50 2.07 -1.4704
C -5.47 -1.78 3.98 -0.8859
C -5.38 -2.53 5.14 0.7067
C -6.61 -2.98 5.88 -1.5255
C -4.11 -2.84 5.62 -0.9277
C -2.96 -2.43 4.95 1.6000
C -1.64 -2.76 5.58 -1.2126
C -0.46 -2.99 2.42 0.9743
C -1.21 -3.91 1.65 0.4217
C -2.55 -3.60 1.06 -1.1696
C -0.69 -5.18 1.43 -0.7925
C 0.52 -5.60 1.95 0.6326
C 1.05 -6.98 1.70 -1.5923
C 1.21 -4.70 2.75 -0.8273
C 0.75 -3.42 3.00 1.0362
C 1.57 -2.59 3.95 -1.9758
H 2.54 2.14 3.27 0.3877
H 2.11 2.64 1.63 0.3369
H 2.96 1.09 1.91 0.3000
H -3.79 -0.66 1.31 0.1560
H -4.54 0.56 2.34 0.3103
H -5.54 -0.71 1.63 0.3904
H -6.45 -1.52 3.60 0.2638
H -7.51 -2.74 5.32 0.3515
H -6.68 -2.50 6.86 0.3073
H -6.60 -4.06 6.06 0.3387
H -4.01 -3.40 6.54 0.3257
H -1.78 -3.08 6.61 0.3933
H -0.98 -1.89 5.58 0.1624
H -1.12 -3.55 5.04 0.1591
H -2.53 -2.63 0.51 0.0993
H -3.31 -3.48 1.84 0.2887
H -2.86 -4.41 0.39 0.3615
H -1.28 -5.87 0.82 0.2351
H 0.45 -7.50 0.95 0.3573
H 1.04 -7.58 2.61 0.3045
H 2.08 -6.95 1.34 0.3523
H 2.15 -5.01 3.20 0.3858
H 2.04 -3.24 4.69 0.5064
H 0.98 -1.84 4.46 0.1966
H 2.34 -2.04 3.41 0.3295
```

Values from the calculation:
<S²>	0.77
relative energy (zero: lowest compared OMol25 entry of this formula, charge and spin)	26.9	kcal per mole
molecular weight	632.615	g mol⁻¹
highest occupied orbital energy (spin up / spin down)	-2.75 / -2.76	eV
charge	-1
2S+1	2

---

2.
Computed, not measured: a structure of composition C43H43N11O4P2S5Se2TcTe at a distorted geometry, with ωB97M-V/def2-TZVPD.

```
112
Properties=species:S:1:pos:R:3:mulliken_charge:R:1
Tc -0.79 -1.55 0.34 0.5199
N 1.37 -2.65 1.22 -0.1847
N 2.59 -2.84 0.53 -0.3400
C 2.74 -3.84 -0.36 0.1600
N 4.03 -4.06 -0.75 -0.4601
S 1.50 -4.77 -0.92 -0.2076
H 1.57 -2.12 2.06 0.2038
H 0.98 -3.56 1.48 0.3884
H 3.42 -2.52 1.02 0.2941
H 4.75 -3.39 -0.55 0.1825
H 4.16 -4.64 -1.56 0.2265
Se -0.20 5.16 0.55 -0.3747
P 1.52 3.99 0.29 0.3840
C 2.77 4.09 1.61 0.2945
C 4.10 3.78 1.33 -0.2175
C 5.03 3.77 2.36 -0.7296
C 4.64 4.07 3.65 -0.4295
C 3.31 4.39 3.93 -0.6774
C 2.38 4.41 2.90 -0.3543
C 2.45 4.57 -1.16 -0.2735
C 2.47 3.95 -2.40 1.1725
C 3.09 4.56 -3.48 -0.5659
C 3.70 5.79 -3.33 -0.6502
C 3.69 6.42 -2.09 -0.7742
C 3.06 5.82 -1.01 -0.6701
C 1.09 2.23 0.35 1.1019
C 0.59 1.13 -0.37 -1.6464
N 0.18 0.23 0.58 1.8396
N 0.39 0.75 1.78 -0.7874
N 0.92 1.93 1.66 -0.5099
P 0.66 0.49 -2.03 0.3159
Se 0.45 -1.68 -1.89 0.0936
C -0.40 1.51 -3.09 0.8098
C -1.01 2.64 -2.57 -0.0695
C -1.70 3.49 -3.42 -0.7866
C -1.81 3.19 -4.77 -0.5785
C -1.24 2.03 -5.28 -0.7150
C -0.53 1.18 -4.44 -0.6086
C 2.39 0.76 -2.53 0.3373
C 2.77 1.24 -3.78 -0.1231
C 4.12 1.37 -4.09 -0.4619
C 5.08 1.02 -3.16 -0.7107
C 4.71 0.55 -1.91 -0.9323
C 3.37 0.41 -1.60 -0.5161
H 4.39 3.53 0.32 0.3982
H 6.07 3.54 2.14 0.4189
H 5.36 4.06 4.45 0.3950
H 3.01 4.64 4.93 0.4041
H 1.34 4.65 3.09 0.4021
H 2.01 2.99 -2.52 -0.3438
H 3.09 4.06 -4.45 0.4046
H 4.18 6.27 -4.17 0.3921
H 4.16 7.39 -1.96 0.4064
H 3.03 6.31 -0.05 0.4505
H -0.96 2.86 -1.51 0.2647
H -2.15 4.39 -3.01 0.4877
H -2.34 3.86 -5.43 0.4127
H -1.35 1.79 -6.32 0.4274
H -0.09 0.26 -4.81 0.5512
H 2.01 1.51 -4.50 0.3982
H 4.41 1.76 -5.06 0.4528
H 6.13 1.11 -3.41 0.4134
H 5.46 0.31 -1.17 0.5065
H 3.07 0.03 -0.63 0.4389
S -2.25 -9.06 -1.26 -0.3447
C -2.14 -7.44 -1.02 0.2224
S -1.88 -6.72 0.56 -0.1070
C -1.81 -5.12 -0.19 0.0501
N -1.97 -5.15 -1.46 -0.5903
N -2.16 -6.42 -1.93 0.5711
C -2.28 -6.56 -3.34 0.2616
C -1.46 -5.77 -4.14 -0.1576
C -1.53 -5.87 -5.52 -0.6902
C -2.42 -6.76 -6.10 -0.4073
C -3.25 -7.53 -5.30 -0.6115
C -3.20 -7.43 -3.92 -0.4271
S -1.55 -3.78 0.84 -0.2991
H -0.77 -5.08 -3.66 0.4611
H -0.89 -5.26 -6.13 0.3698
H -2.46 -6.86 -7.18 0.3735
H -3.96 -8.21 -5.76 0.3572
H -3.86 -8.01 -3.31 0.4143
C -3.96 3.72 5.13 -1.3280
C -4.50 2.41 4.57 -0.4419
S -4.02 1.08 5.69 1.2017
O -4.63 1.30 6.97 -0.7071
O -2.59 0.92 5.62 -0.5891
C -4.82 -0.39 4.94 -0.7594
C -3.97 -1.66 5.01 -1.2852
N -2.76 -1.60 4.18 0.5491
C -2.77 -1.52 2.83 0.5567
N -1.53 -1.38 2.36 0.9893
C -0.70 -1.38 3.44 -1.2746
C -1.44 -1.52 4.57 -0.4237
N -0.91 -1.67 5.88 1.1885
O -1.65 -1.93 6.81 -0.6762
O 0.30 -1.53 5.98 -0.6492
C -4.00 -1.61 2.01 -1.9648
H -4.22 4.55 4.48 0.3766
H -2.87 3.67 5.21 0.3480
H -4.37 3.90 6.12 0.3616
H -4.09 2.17 3.59 0.3868
H -5.59 2.39 4.55 0.4077
H -5.07 -0.12 3.92 0.4367
H -5.73 -0.53 5.52 0.5659
H -4.56 -2.51 4.67 0.5325
H -3.66 -1.84 6.03 0.4348
H 0.35 -1.22 3.38 0.7486
H -4.85 -1.98 2.59 0.4539
H -3.82 -2.28 1.18 0.3741
H -4.25 -0.63 1.58 0.1092
Te -2.67 -0.38 -1.01 -0.0193
```

Values from the calculation:
<S²>	3.78
molecular weight	1383.693	g mol⁻¹
highest occupied orbital energy (spin up / spin down)	-7.24 / -7.27	eV
2S+1	4

---

3.
Computed, not measured: a structure of composition C41H51F6N5OPS2Sb2Ta at a distorted geometry, with ωB97M-V/def2-TZVPD.

```
110
Properties=species:S:1:pos:R:3:mulliken_charge:R:1
Ta 0.48 0.46 0.44 1.3623
C 3.79 -1.00 0.14 -1.8595
N 2.51 -1.36 0.79 1.0194
C 1.97 -2.62 0.26 -0.9606
C 1.42 -2.44 -1.11 -0.8488
N 0.16 -1.63 -1.16 1.9024
C -1.01 -2.45 -0.77 -1.4883
C 0.07 -1.13 -2.53 -0.6683
C -0.69 -1.76 -3.51 -0.3408
C -0.63 -1.31 -4.82 -1.0990
C 0.19 -0.24 -5.15 -0.8974
C 0.93 0.40 -4.17 -0.7187
C 0.86 -0.04 -2.85 0.5472
S 1.78 0.77 -1.59 0.2077
C 2.65 -1.47 2.23 -0.1300
C 3.87 -1.67 2.87 -0.5604
C 3.92 -1.80 4.25 -0.9279
C 2.76 -1.73 5.01 -1.0456
C 1.54 -1.52 4.38 -1.0887
C 1.50 -1.40 3.00 0.3959
S -0.06 -1.09 2.22 0.2657
H 4.49 -1.83 0.22 0.5131
H 4.21 -0.12 0.61 0.4557
H 3.62 -0.79 -0.91 0.5104
H 1.21 -2.99 0.94 0.3005
H 2.76 -3.38 0.22 0.5773
H 1.22 -3.43 -1.55 0.3873
H 2.14 -1.96 -1.76 0.4905
H -0.98 -3.43 -1.25 0.4353
H -1.93 -1.95 -1.03 0.6589
H -0.99 -2.60 0.31 -0.0924
H -1.31 -2.61 -3.27 0.4971
H -1.21 -1.81 -5.58 0.4784
H 0.27 0.08 -6.18 0.5439
H 1.55 1.25 -4.40 0.3205
H 4.79 -1.74 2.31 0.4990
H 4.87 -1.96 4.73 0.4750
H 2.80 -1.81 6.09 0.5284
H 0.63 -1.43 4.95 0.6816
C -2.00 -5.88 2.38 -1.1739
Sb -1.35 -4.04 3.21 0.9197
C -0.86 -4.60 5.19 -1.2307
C -3.20 -2.97 3.54 -1.6533
C -3.97 -2.49 2.35 1.0438
C -4.75 -3.43 1.68 -0.6250
C -5.61 -3.08 0.66 -1.0166
C -5.70 -1.74 0.28 -0.9646
C -4.92 -0.80 0.93 -0.3868
C -4.04 -1.14 1.95 0.6575
C -3.32 -0.03 2.68 -1.4990
Sb -2.11 1.31 1.51 0.9117
C -1.85 2.72 3.05 -1.3642
C -3.48 2.42 0.35 -1.5826
H -2.65 -6.34 3.13 0.4075
H -1.14 -6.52 2.19 0.4135
H -2.55 -5.70 1.45 0.4038
H -1.64 -5.29 5.51 0.4481
H -0.85 -3.72 5.83 0.4079
H 0.11 -5.08 5.21 0.4040
H -2.96 -2.20 4.27 0.6493
H -3.74 -3.78 4.05 0.7958
H -4.72 -4.46 2.01 0.5644
H -6.24 -3.82 0.19 0.4781
H -6.39 -1.44 -0.49 0.5064
H -5.03 0.25 0.66 0.5155
H -2.66 -0.39 3.47 0.2000
H -4.03 0.68 3.12 0.7604
H -2.86 3.05 3.32 0.6064
H -1.26 3.57 2.71 0.4268
H -1.36 2.27 3.91 0.3762
H -4.32 2.65 1.00 0.7024
H -3.83 1.87 -0.52 0.4309
H -2.99 3.34 0.05 0.5330
F 2.48 1.28 1.19 -0.2993
P 1.99 2.69 2.06 1.4300
F 1.22 3.87 2.70 -0.3403
F 0.88 1.61 2.64 -0.2662
F 2.96 2.38 3.22 -0.3382
F 2.96 3.55 1.21 -0.2968
F 0.86 2.67 0.71 -0.4732
C 5.41 1.84 -3.90 -1.6810
C 4.27 2.72 -3.44 0.7617
C 3.19 2.98 -4.28 -0.5659
C 2.14 3.80 -3.88 -0.3344
C 2.16 4.39 -2.62 0.3514
N 1.16 5.28 -2.15 0.0135
C -0.08 5.57 -2.65 0.2078
O -0.61 6.65 -2.53 -0.5786
N -0.76 4.52 -3.33 -0.0343
C -1.05 3.27 -2.83 -0.1407
C -1.96 2.46 -3.52 -1.1632
C -2.32 1.24 -3.01 -1.2653
C -1.76 0.83 -1.81 -0.4306
N -0.88 1.57 -1.15 1.1668
C -0.51 2.77 -1.64 -0.4204
C 3.25 4.17 -1.79 -0.7149
C 4.29 3.33 -2.19 -0.8875
H 5.05 0.99 -4.48 0.3589
H 5.99 1.47 -3.05 0.3879
H 6.09 2.40 -4.54 0.3700
H 3.19 2.57 -5.28 0.5871
H 1.33 4.01 -4.57 0.5508
H 1.49 6.02 -1.54 0.2693
H -1.44 4.90 -3.97 0.3081
H -2.40 2.82 -4.45 0.5544
H -3.03 0.61 -3.52 0.5326
H -2.07 -0.10 -1.35 0.1022
H 0.19 3.36 -1.07 0.8811
H 3.30 4.66 -0.83 0.5175
H 5.13 3.18 -1.53 0.4860
```

Values from the calculation:
<S²>	0.75
relative energy (zero: lowest compared OMol25 entry of this formula, charge and spin)	0.0	kcal per mole
molecular weight	1263.457	g mol⁻¹
highest occupied orbital energy (spin up / spin down)	-14.48 / -14.48	eV
charge	+3
2S+1	2

---

4.
Computed, not measured: an isolated molecule of C17H22N2O4 at a distorted geometry, with ωB97M-V/def2-TZVPD.

```
45
Properties=species:S:1:pos:R:3:mulliken_charge:R:1
C 2.84 4.04 -6.22 0.2082
C 3.02 4.00 -5.03 -0.4648
C 3.31 3.89 -3.58 -0.7744
N 2.43 2.90 -3.00 0.0453
C 2.27 1.56 -3.52 -0.2589
C 1.63 0.90 -2.32 0.1191
O 1.41 -0.31 -2.29 -0.5917
N 1.51 1.76 -1.25 0.3504
C 1.58 1.37 0.15 -0.5960
O 0.19 1.18 0.44 -0.2551
C 0.00 0.60 1.64 -0.1690
O 0.88 0.50 2.51 -0.6129
C -1.42 0.25 2.01 0.0035
C -1.91 -1.15 2.25 -0.1444
C -0.89 -2.24 2.17 -0.8673
C -0.97 -3.46 2.84 0.9070
C 0.13 -4.49 2.66 -1.3272
C -2.20 -3.79 3.68 -1.4469
C -2.43 -0.38 1.05 1.3976
C -2.01 -0.93 -0.34 -1.5048
C -3.92 0.06 1.15 -1.6931
C 2.07 2.93 -1.66 0.3999
O 2.44 3.82 -0.90 -0.6623
H 2.76 4.10 -7.29 0.4106
H 3.19 4.87 -3.10 0.3562
H 4.34 3.59 -3.44 0.3526
H 3.23 1.09 -3.75 0.2776
H 1.63 1.54 -4.42 0.2932
H 2.17 0.45 0.29 0.3605
H 1.98 2.15 0.81 0.4241
H -1.84 1.01 2.69 0.4404
H -2.55 -1.23 3.11 0.5842
H -0.01 -2.10 1.55 0.1478
H 0.41 -4.94 3.62 0.3648
H 1.03 -3.95 2.27 0.3344
H -0.21 -5.25 1.94 0.2965
H -3.10 -3.41 3.24 0.4410
H -2.12 -3.38 4.70 0.3121
H -2.30 -4.88 3.81 0.3753
H -2.72 -1.69 -0.69 0.4797
H -1.96 -0.09 -1.04 0.3399
H -1.02 -1.41 -0.24 0.2290
H -4.31 -0.16 2.15 0.3493
H -4.03 1.13 0.94 0.3332
H -4.52 -0.45 0.44 0.4350
```

Values from the calculation:
relative energy (zero: lowest compared OMol25 entry of this formula, charge and spin)	105.0	kcal per mole
SMILES	C#CCN1CC(=O)N(COC(=O)[C@@H]2[C@H](C=C(C)C)C2(C)C)C1=O
molecular weight	318.373	g mol⁻¹
highest occupied orbital energy	-8.35	eV
2S+1	1

---

5.
Computed, not measured: a structure of composition C28H36IrN5S3Te, with ωB97M-V/def2-TZVPD.

```
74
Properties=species:S:1:pos:R:3:mulliken_charge:R:1
Ir 1.33 1.43 1.29 1.7831
C 2.59 0.20 3.61 -0.0529
C 3.79 0.31 2.65 -0.7865
N 3.52 1.19 1.47 -0.6679
C 4.27 2.49 1.53 -0.5879
C 3.43 3.69 1.14 -0.9556
N 2.07 3.61 1.70 -0.4926
C 1.87 3.83 3.14 -0.8803
C 2.22 2.60 3.97 -0.6217
N 1.66 1.33 3.42 -0.6348
H 2.04 -0.71 3.40 -0.3980
H 2.95 0.15 4.64 0.5060
H 4.67 0.68 3.17 0.3435
H 4.04 -0.69 2.29 0.4837
H 3.83 0.70 0.64 0.4333
H 4.65 2.61 2.55 0.3241
H 5.15 2.44 0.88 0.5330
H 3.94 4.61 1.44 0.4255
H 3.31 3.72 0.05 0.4022
H 1.47 4.24 1.18 0.3343
H 2.46 4.68 3.51 0.4084
H 0.82 4.07 3.27 0.4324
H 3.30 2.48 4.04 0.2562
H 1.86 2.75 4.99 0.5293
H 0.80 1.11 3.91 0.4445
S 1.26 1.66 -1.03 -0.4494
C -0.44 1.52 -1.40 0.5721
N -0.86 1.63 -2.67 0.1358
C -2.29 1.58 -2.94 -0.8950
C -2.94 0.56 -2.03 -0.6229
N -2.63 0.90 -0.64 0.0837
C -3.65 0.57 0.36 -1.5962
C -3.88 -0.92 0.41 0.6533
C -5.11 -1.47 0.05 -0.4834
C -5.30 -2.84 0.09 -0.6350
C -4.27 -3.68 0.47 -0.6324
C -3.03 -3.14 0.83 -0.4012
C -2.85 -1.77 0.80 0.7237
C -1.37 1.28 -0.37 0.0246
S -0.87 1.38 1.33 -0.3853
C 0.04 1.66 -3.83 -1.5776
C 0.01 0.34 -4.57 0.6808
C 0.48 -0.81 -3.94 0.0968
C 0.42 -2.03 -4.60 -0.7610
C -0.10 -2.11 -5.88 -0.4643
C -0.56 -0.96 -6.51 -0.6348
C -0.51 0.26 -5.85 -0.3037
H -2.43 1.28 -3.98 0.4416
H -2.73 2.57 -2.80 0.3310
H -2.56 -0.44 -2.25 0.3034
H -4.02 0.56 -2.16 0.5359
H -4.57 1.09 0.07 0.4916
H -3.34 0.95 1.32 0.5575
H -5.92 -0.82 -0.25 0.3980
H -6.26 -3.26 -0.19 0.3932
H -4.42 -4.75 0.50 0.4204
H -2.23 -3.79 1.14 0.3037
H -1.89 -1.35 1.09 -0.1852
H 1.04 1.92 -3.50 0.4773
H -0.30 2.46 -4.49 0.4456
H 0.90 -0.75 -2.95 0.3400
H 0.80 -2.93 -4.11 0.4303
H -0.14 -3.06 -6.40 0.3992
H -0.96 -1.02 -7.52 0.4002
H -0.87 1.15 -6.35 0.3990
Te 1.18 -1.52 0.34 0.4695
C 0.84 -3.02 1.69 0.3557
C 1.09 -4.37 1.50 -0.7167
C 0.73 -5.15 2.62 -0.3900
C 0.20 -4.40 3.64 -0.6116
S 0.14 -2.75 3.25 -0.0008
H 1.50 -4.77 0.59 0.4467
H 0.86 -6.22 2.68 0.4341
H -0.17 -4.76 4.59 0.4407
```

Values from the calculation:
<S²>	6.03
relative energy (zero: lowest compared OMol25 entry of this formula, charge and spin)	1.0	kcal per mole
molecular weight	858.649	g mol⁻¹
highest occupied orbital energy (spin up / spin down)	-12.19 / -13.35	eV
charge	+2
2S+1	5

---

6.
Computed, not measured: a structure of composition C16H19CuI2N4OS at a distorted geometry, with ωB97M-V/def2-TZVPD.

```
44
Properties=species:S:1:pos:R:3:mulliken_charge:R:1
Cu -1.48 0.16 -0.25 -0.1462
I 4.06 -1.15 5.11 0.2100
C 2.32 -0.96 4.07 -0.4371
C 1.03 -0.97 4.59 -0.1045
C -0.10 -0.96 3.77 -0.3594
I -1.89 -0.48 4.54 0.2094
C 0.07 -1.08 2.36 0.4821
O -0.88 -1.20 1.56 -0.5169
C 1.41 -0.88 1.80 0.8538
C 1.59 -0.95 0.35 -1.3269
N 0.92 0.08 -0.40 0.0209
C 1.18 1.49 -0.24 -1.0327
C 0.25 2.37 0.56 0.8626
C 0.60 3.66 0.95 -0.9453
C -0.30 4.41 1.66 -0.2672
C -1.54 3.79 2.10 -0.8876
C -1.92 2.61 1.50 -0.0557
N -1.06 1.88 0.79 0.0830
C 2.44 -0.78 2.66 -0.5332
H 0.82 -1.24 5.65 0.3439
H 1.19 -1.87 0.02 0.3810
H 2.69 -0.92 0.19 0.4154
H 0.71 -0.17 -1.36 0.2045
H 1.22 1.91 -1.22 0.5167
H 2.18 1.66 0.16 0.3974
H 1.55 4.06 0.58 0.4025
H -0.15 5.44 1.96 0.4216
H -2.32 4.39 2.53 0.3998
H -2.89 2.24 1.65 0.5328
H 3.45 -0.84 2.23 0.3232
C -0.47 -0.68 -4.59 -0.7898
N -1.64 -0.67 -3.72 -0.1752
C -1.89 -1.38 -2.61 0.5267
S -2.99 -0.85 -1.41 -0.3529
N -1.28 -2.58 -2.53 -0.0583
C -0.83 -3.48 -3.61 -1.1452
H 0.36 -0.09 -4.16 0.2494
H -0.60 -0.25 -5.61 0.3621
H -0.06 -1.67 -4.79 0.2335
H -2.23 0.17 -3.78 0.2829
H -1.40 -3.00 -1.58 0.3160
H -1.32 -3.22 -4.53 0.4442
H -1.07 -4.50 -3.23 0.3371
H 0.27 -3.48 -3.70 0.3215
```

Values from the calculation:
<S²>	0.79
molecular weight	632.776	g mol⁻¹
highest occupied orbital energy (spin up / spin down)	-10.78 / -10.99	eV
charge	+1
2S+1	2